Entry from the OMol25 dataset: a cluster of 11 separate species, C45H104BBr2F3N4O17S3 in total (ωB97M-V/def2-TZVPD).

Each line ends with the Löwdin charge.
Element x y z (Å)
C1 -3.54414 -0.11904 -5.21633  -0.111
C2 -2.36393 0.99341 -5.11448  -0.226
C3 -1.70853 0.98220 -3.65579  -0.215
C4 -0.62457 -0.22625 -3.46068  -0.175
C5 0.71952 0.28706 -4.16615  -0.171
C6 2.06808 -0.45734 -3.76762  -0.594
Br1 3.09028 -0.79993 -5.49111  0.838
O1 2.82030 -0.06235 -2.65870  -0.112
C7 3.35644 1.22231 -2.43535  -0.385
C8 2.21883 2.09006 -1.65225  -0.112
O2 2.29058 1.95806 -0.22434  -0.153
C9 1.04900 2.37308 0.42787  -0.373
C10 1.50884 2.63103 1.96731  -0.112
C11 0.35260 3.15082 2.92723  -0.213
C12 -0.45159 2.02738 3.73209  -0.537
S1 0.60939 0.72935 4.52819  0.680
C13 0.14448 1.01562 0.44966  -0.155
C14 1.00418 -0.30760 0.70994  -0.375
S2 -0.22636 -1.72972 0.69491  0.920
C15 -0.50215 -2.35334 2.39357  -0.529
N1 0.27886 -3.15588 3.26427  0.010
N2 -0.42610 -3.35548 4.40290  -0.004
C16 -1.68157 -2.67775 4.27749  -0.099
O3 -1.75741 -2.03448 3.01282  -0.080
N3 0.37401 3.52491 -0.21057  -0.041
C17 -1.10641 3.47626 -0.19455  -0.073
C18 0.93722 4.82234 0.12268  -0.360
C19 0.13140 6.00724 0.87591  -0.020
O4 2.11850 5.12834 -0.20697  0.003
C20 4.59842 0.89205 -1.41841  -0.129
C21 5.66481 2.03195 -1.20336  -0.695
C22 6.84844 1.37324 -0.29592  -0.150
Br2 5.08068 3.64623 -0.21746  0.744
S3 3.93061 2.27324 -3.83333  0.880
O5 4.26488 3.70886 -3.44459  -0.344
O6 2.91574 2.46129 -4.95297  -0.326
C23 5.49130 1.68246 -4.71961  -0.452
F1 6.55243 2.62810 -4.63806  0.068
F2 5.95151 0.41070 -4.33679  0.037
F3 5.23416 1.60420 -6.11750  0.038
B1 1.59214 -2.01537 -3.39812  -0.531
O7 1.32538 -2.41021 -2.02992  0.062
N4 1.46708 -3.07702 -4.45047  -0.211
C24 2.40671 -4.21186 -4.23374  -0.101
C25 0.05608 -3.51996 -4.66988  -0.085
H1 -3.84856 -0.17511 -6.32382  0.052
H2 -3.10833 -1.11999 -4.87230  0.061
H3 -4.43166 0.12643 -4.54823  0.086
H4 -1.58219 0.86548 -5.94266  0.111
H5 -2.90682 2.00674 -5.21407  0.112
H6 -1.24744 1.99092 -3.35132  0.101
H7 -2.52450 0.76083 -2.87099  0.108
H8 -1.12397 -1.11777 -3.99302  0.097
H9 -0.55835 -0.36141 -2.32911  0.093
H10 0.57076 0.13901 -5.29889  0.112
H11 0.72692 1.42847 -4.02437  0.112
H12 1.16104 1.80095 -1.96243  0.127
H13 2.30995 3.21811 -1.88655  0.131
H14 2.34145 3.42010 1.99579  0.110
H15 2.01359 1.66041 2.29090  0.093
H16 0.86468 3.80628 3.72711  0.121
H17 -0.42292 3.83258 2.44053  0.087
H18 -1.31054 1.54317 3.13252  0.070
H19 -0.98794 2.57653 4.59516  0.079
H20 -0.31878 -0.11807 5.14829  -0.130
H21 -0.26722 0.91372 -0.62619  0.094
H22 -0.76747 1.09971 1.12020  0.097
H23 1.56096 -0.33220 1.69964  0.081
H24 1.70781 -0.52428 -0.17436  0.084
H25 -2.52421 -2.65860 5.03827  0.135
H26 -1.43748 2.72476 -1.00502  0.091
H27 -1.58610 3.12292 0.77522  0.090
H28 -1.61809 4.46174 -0.48118  0.113
H29 -0.14660 6.84038 0.13083  0.100
H30 0.79118 6.48522 1.67279  0.095
H31 -0.83150 5.65106 1.36429  0.059
H32 4.22309 0.39879 -0.44796  0.152
H33 5.14695 0.02502 -1.95359  0.128
H34 6.20286 2.39508 -2.14084  0.081
H35 6.42070 0.92765 0.67598  0.089
H36 7.20840 0.46413 -0.90569  0.070
H37 7.71090 2.08915 -0.11739  0.079
H38 0.44408 -2.85687 -2.02361  0.087
H39 2.47577 -4.88046 -5.16981  0.106
H40 3.45915 -3.77786 -4.09229  0.087
H41 2.10008 -4.79851 -3.30550  0.097
H42 0.07994 -4.66126 -4.79124  0.097
H43 -0.67522 -3.23913 -3.84269  0.075
H44 -0.26209 -3.11845 -5.70420  0.108
C26 1.88732 -7.22581 4.78932  -0.097
C27 1.35678 -6.77536 6.13612  -0.332
O8 1.93731 -5.53052 6.50248  -0.094
H45 2.97521 -7.32635 4.82010  0.076
H46 1.45241 -8.18540 4.49899  0.071
H47 1.65680 -6.48703 4.01625  0.068
H48 1.60762 -7.50475 6.90908  0.110
H49 0.26804 -6.66159 6.10862  0.101
H50 1.70340 -4.88810 5.81876  0.064
C28 -5.48726 -5.33190 5.14023  -0.094
C29 -4.60049 -6.42740 4.58135  -0.319
O9 -4.33868 -6.19381 3.20240  -0.086
H51 -6.43211 -5.28679 4.59282  0.069
H52 -5.70032 -5.50321 6.19807  0.077
H53 -5.00856 -4.35362 5.03153  0.056
H54 -5.09046 -7.39867 4.67160  0.115
H55 -3.64714 -6.47045 5.11776  0.107
H56 -3.89690 -5.33788 3.13016  0.069
C30 4.20441 2.53560 5.91522  -0.093
C31 4.22705 2.18368 4.44138  -0.298
O10 3.37057 3.05764 3.71046  -0.145
H57 3.18771 2.46337 6.31107  0.069
H58 4.85204 1.86957 6.48558  0.061
H59 4.53537 3.56689 6.07170  0.081
H60 3.87524 1.16088 4.28757  0.105
H61 5.24048 2.26531 4.03583  0.112
H62 3.69290 3.95958 3.84347  0.101
C32 -7.59643 -2.47160 3.30065  -0.081
C33 -7.11972 -2.24871 1.87891  -0.322
O11 -6.53303 -0.95661 1.75548  -0.082
H63 -8.32867 -1.71070 3.58506  0.068
H64 -8.05316 -3.45810 3.40812  0.077
H65 -6.76295 -2.39074 4.00471  0.069
H66 -7.95713 -2.30867 1.18028  0.120
H67 -6.37791 -3.00014 1.59380  0.088
H68 -5.78854 -0.91493 2.36944  0.087
C34 7.66174 -3.37108 -4.18559  -0.089
C35 7.12015 -2.93111 -2.84000  -0.316
O12 7.68575 -1.67801 -2.47034  -0.097
H69 8.75059 -3.45843 -4.15046  0.078
H70 7.23982 -4.33490 -4.48039  0.074
H71 7.42556 -2.63295 -4.95767  0.072
H72 7.37658 -3.65995 -2.06866  0.114
H73 6.02998 -2.82997 -2.87098  0.099
H74 7.44746 -1.03466 -3.15541  0.059
C36 4.34843 6.60433 -4.11331  -0.095
C37 3.68902 7.69759 -4.93025  -0.323
O13 3.95780 8.97365 -4.35743  -0.094
H75 3.98540 6.62327 -3.08255  0.081
H76 4.14434 5.62187 -4.54021  0.050
H77 5.43204 6.75217 -4.07271  0.078
H78 2.60614 7.55911 -4.95058  0.111
H79 4.05748 7.69088 -5.96139  0.105
H80 4.91569 9.09356 -4.35093  0.077
C38 -6.80484 -0.60617 -9.16813  -0.095
C39 -6.15419 -0.37723 -7.81815  -0.331
O14 -5.23851 0.70999 -7.89061  -0.105
H81 -6.04788 -0.81756 -9.92756  0.078
H82 -7.50632 -1.44278 -9.12685  0.074
H83 -7.34336 0.28822 -9.49474  0.072
H84 -5.59990 -1.26464 -7.50595  0.108
H85 -6.90653 -0.15359 -7.05502  0.112
H86 -5.73696 1.49261 -8.15831  0.087
C40 -9.99487 1.60958 3.01623  -0.094
C41 -10.51027 0.71108 1.90910  -0.324
O15 -9.43660 0.28955 1.07790  -0.086
H87 -9.49324 2.48523 2.59681  0.077
H88 -10.81205 1.94541 3.65933  0.073
H89 -9.25794 1.08324 3.63006  0.066
H90 -11.22907 1.24672 1.28579  0.111
H91 -11.00425 -0.17444 2.32286  0.106
H92 -8.80785 -0.19120 1.63333  0.039
C42 -4.58416 -3.33488 -0.48916  -0.087
C43 -4.10426 -3.11505 -1.90977  -0.308
O16 -3.51708 -1.82547 -2.03357  -0.098
H93 -5.31489 -2.57263 -0.20886  0.060
H94 -5.04259 -4.32098 -0.38012  0.083
H95 -3.75147 -3.25350 0.21676  0.071
H96 -4.93917 -3.17479 -2.61065  0.117
H97 -3.36205 -3.86912 -2.19213  0.106
H98 -2.77646 -1.78653 -1.41594  0.054
C44 4.39842 3.19070 10.72347  -0.095
C45 3.87955 2.31000 9.60390  -0.318
O17 4.95238 1.89304 8.76744  -0.104
H99 4.90548 4.06918 10.31646  0.077
H100 3.58236 3.52237 11.36981  0.074
H101 5.13144 2.65224 11.33119  0.072
H102 3.16461 2.85799 8.98680  0.109
H103 3.38036 1.42215 10.00488  0.110
H104 5.57643 1.40142 9.31701  0.089

Forces on atoms 1 to 2 (eV/Å):
1.29 0.01 -0.56
-1.23 0.36 0.94

Properties
- SMILES: CCCCC[C@@](Br)(O[C@@](CO[C@](CCCS)(CCSc1nnco1)N(C)C(C)=O)(C[C@H](C)Br)S(=O)(=O)C(F)(F)F)B(O)N(C)C.CCO.CCO.CCO.CCO.CCO.CCO.CCO.CCO.CCO.CCO
- LUMO energy: -0.0133 Eh
- HOMO level: -8.6 eV
- Largest force on an atom: 8.83 eV Å⁻¹
- Energy: -270527.2754 eV
- Orbital gap: 0.3012 Ha
- Multiplicity: 1